A.
Entry from the Open Molecules 2025 dataset: a 3-piece molecular cluster, C6H9N3 overall (the ωB97M-V functional and the def2-TZVPD basis).

Positions of all 18 atoms, in Å:
C1 -2.4918 -1.0261 0.3246
C2 -1.9850 -1.6087 1.5857
N1 -1.5646 -2.0101 2.6177
H1 -3.5727 -1.1442 0.2484
H2 -1.9332 -1.6636 -0.3607
H3 -2.3803 0.0533 0.2223
C3 0.7995 -1.8649 -0.1050
C4 0.5844 -0.4617 0.0333
N2 0.4527 0.7205 0.1201
H4 -0.1570 -2.3363 0.1208
H5 1.4673 -2.2383 0.6713
H6 1.1342 -2.2835 -1.0541
C5 1.5721 2.3415 -1.0923
C6 1.7597 3.3057 0.0018
N3 1.8335 3.9919 0.8825
H7 2.1782 2.4420 -1.9926
H8 0.5875 2.4373 -1.5499
H9 1.7156 1.3452 -0.6740

## Properties
E_HOMO = -0.39280 Ha
Structure (SMILES) = CC#N.CC#N.CC#N
Net charge = 0

=====

B.
Entry from the Open Molecules 2025 dataset: C6H9N3 as an isolated structure (the ωB97M-V functional and the def2-TZVPD basis).

Positions of all 18 atoms, in Å:
C1 0.3617 1.1940 0.1100
C2 0.2594 -1.1735 -0.2243
C3 0.9145 -2.3476 -0.4074
C4 -1.2932 -0.7131 -0.3710
C5 -1.9816 -1.6112 -1.1812
C6 -1.2738 0.7926 -0.1222
H1 3.0280 2.3340 0.7741
H2 1.8875 1.5274 2.2455
H3 0.0940 3.1879 0.7943
H4 0.4171 -3.2795 -0.6254
H5 1.9072 -2.2046 -0.0605
H6 -3.0543 -1.6976 -1.7011
H7 -1.3731 -2.6042 -0.9917
H8 -1.8505 0.8133 0.8610
H9 -1.9845 1.1625 -1.1674
N1 2.0181 2.3411 1.5615
N2 0.8533 2.2643 0.4671
N3 1.0703 0.0141 0.0388

## Properties
E_HOMO = -0.28023 Ha
Net charge = 0

=====

C.
Entry from the Open Molecules 2025 dataset: one molecule with the formula C6H9N3 (the ωB97M-V functional and the def2-TZVPD basis).

Positions of all 18 atoms, in Å:
N1 -2.9184 1.1977 1.0005
C1 -2.4007 1.1222 -0.3297
C2 -0.8711 0.8315 -0.2876
C3 -0.3886 -0.3402 -0.1914
C4 1.1437 -0.5465 -0.1306
C5 1.7541 -1.7768 0.0127
N2 3.0543 -1.4755 0.1122
C6 3.1894 -0.1138 0.0289
N3 1.9559 0.4149 -0.0231
H1 -3.0539 0.4804 1.3593
H2 -4.0486 1.4985 0.7778
H3 -2.6843 2.1367 -0.9268
H4 -2.8795 0.4327 -1.1714
H5 -0.3836 1.6346 -0.0257
H6 -0.9530 -1.1678 -0.4070
H7 1.3797 -2.9242 0.0373
H8 3.8523 -1.9542 0.2008
H9 4.2524 0.5502 -0.0363

## Properties
E_HOMO = -0.30237 Ha
Structure (SMILES) = NC/C=C/c1c[nH]cn1
Net charge = 0

=====

D.
Entry from the Open Molecules 2025 dataset: C6H9N3 as an isolated structure (the ωB97M-V functional and the def2-TZVPD basis).

Positions of all 18 atoms, in Å:
C1 -2.2816 1.6618 0.4395
C2 -1.8455 0.3350 1.0378
C3 -0.8959 -0.7324 -0.8578
C4 0.3884 -0.6278 -0.3241
C5 1.6404 -1.3164 -0.6511
C6 0.8239 0.5321 0.2053
H1 -3.4402 1.2641 0.0222
H2 -1.9256 2.8571 0.9753
H3 -1.6827 1.4934 -0.8233
H4 -0.9909 0.3263 1.5983
H5 -2.4871 -0.1319 1.9177
H6 -0.7566 -1.3594 -1.7291
H7 1.5743 -2.2858 -1.3124
H8 2.7786 0.9151 0.9659
H9 0.4719 1.4737 0.6767
N1 -2.0261 -0.4226 -0.2380
N2 2.6186 -0.6617 -0.1518
N3 2.1904 0.5606 0.1913

## Properties
E_HOMO = -0.33485 Ha
Net charge = 0

=====

Quick ranking, most stable first: A, C, D, B.